Record 1
ORCA calculation (ωB97M-V/def2-TZVPD) on the ion C7H11N2S with charge +1.

Cartesian coordinates (Å):
N (-1.8117, 2.0394, 0.0499)
C (-0.6987, 1.1754, 0.1709)
S (0.8272, 1.8586, -0.6438)
C (2.1919, 1.2642, 0.3248)
C (2.2056, -0.0260, 0.7822)
C (1.4202, -1.0973, 0.1514)
C (0.9538, -1.1776, -1.2649)
C (-0.0965, -1.2645, -0.1436)
C (-1.0687, -0.3273, -0.1286)
N (-2.3190, -0.5262, 0.0832)
H (-1.9363, 2.6499, -0.6727)
H (-1.8909, 2.6285, 0.9008)
H (-0.4423, 0.9749, 1.2634)
H (3.0271, 2.0309, 0.4964)
H (2.7455, -0.3153, 1.6249)
H (1.8381, -2.0211, 0.4603)
H (1.1837, -2.1303, -1.7763)
H (0.7583, -0.3022, -1.8721)
H (-0.4797, -2.2831, -0.0115)
H (-2.7736, 0.5452, 0.0759)
H (-2.8907, -1.3210, 0.0721)

Properties
SMILES: N[C@@H]1SC=C[C@@H]2C[C@@H]2C1=[NH2+]
E_HOMO, eV: -12.33
Kohn-Sham gap, eV: 8.40
Net charge: +1

Results of the Löwdin charge analysis, in e, for atoms 1 through 8: atom 1 (N): 0.0204, atom 2 (C): -0.5216, atom 3 (S): 0.9674, atom 4 (C): -0.3629, atom 5 (C): -0.1060, atom 6 (C): -0.1959, atom 7 (C): -0.0235, atom 8 (C): -0.1702

=====

Record 2
ORCA calculation (ωB97M-V/def2-TZVPD) on a cluster of 2 separate species, C4H12O2 in total.

Cartesian coordinates (Å):
C (-1.9555, -0.9991, 0.8553)
C (-0.9062, 0.1734, 0.5605)
C (-0.5152, 0.3356, -0.9974)
C (0.9951, 0.5947, -1.2831)
O (1.2092, 1.9628, -1.5750)
H (-1.5664, -1.5783, 1.6973)
H (-2.1713, -1.6835, 0.0043)
H (-2.9593, -0.6431, 0.9874)
H (-1.4934, 1.1484, 0.7610)
H (-0.0648, 0.1535, 1.3087)
H (-0.9507, -0.5529, -1.5101)
H (-1.1310, 1.1096, -1.4697)
H (1.4925, 0.0292, -2.1299)
H (1.6313, 0.3609, -0.4710)
H (1.0073, 2.1424, -2.4609)
O (2.5522, -1.1985, 1.9910)
H (2.3227, -0.5478, 2.6014)
H (2.5036, -0.8073, 1.1301)

Properties
SMILES: CCCCO.O
E_HOMO, eV: -10.34
Kohn-Sham gap, eV: 11.23
Net charge: 0

Results of the Löwdin charge analysis, in e, for atoms 1 through 8: atom 1 (C): -0.1124, atom 2 (C): -0.2075, atom 3 (C): -0.1614, atom 4 (C): -0.2532, atom 5 (O): -0.0654, atom 6 (H): 0.0600, atom 7 (H): 0.0641, atom 8 (H): 0.0453

=====

Record 3
ORCA calculation (ωB97M-V/def2-TZVPD) on the molecule C16H12F3NO2S.

Cartesian coordinates (Å):
O (2.1889, 3.4685, -1.5672)
C (1.6681, 2.4584, -1.1666)
C (0.1799, 2.2793, -1.0571)
S (-0.2674, 2.3267, 0.7276)
C (-1.8104, 1.4468, 0.7462)
C (-2.8708, 2.0104, 1.4466)
C (-4.0825, 1.3484, 1.5190)
C (-4.2514, 0.1268, 0.8890)
C (-3.1821, -0.4326, 0.2024)
C (-3.3168, -1.7749, -0.4597)
F (-4.5928, -2.1599, -0.6152)
F (-2.7144, -2.7525, 0.2435)
F (-2.7633, -1.8005, -1.6837)
C (-1.9540, 0.2095, 0.1371)
N (2.4663, 1.4091, -0.7364)
C (2.1472, 0.0878, -0.4668)
O (1.0468, -0.3786, -0.6512)
C (3.2868, -0.7190, 0.0330)
C (3.2728, -2.0879, -0.2283)
C (4.3026, -2.8934, 0.2189)
C (5.3449, -2.3424, 0.9468)
C (5.3508, -0.9865, 1.2336)
C (4.3300, -0.1725, 0.7780)
H (-0.3181, 3.1138, -1.5504)
H (-0.1353, 1.3232, -1.4663)
H (-2.7347, 2.9657, 1.9294)
H (-4.9039, 1.7897, 2.0616)
H (-5.1981, -0.3886, 0.9298)
H (-1.1232, -0.2650, -0.3623)
H (3.4521, 1.6463, -0.7327)
H (2.4474, -2.4998, -0.7888)
H (4.2908, -3.9511, 0.0045)
H (6.1491, -2.9703, 1.2998)
H (6.1535, -0.5616, 1.8174)
H (4.3328, 0.8766, 1.0376)

Properties
SMILES: O=C(CSc1cccc(C(F)(F)F)c1)NC(=O)c1ccccc1
E_HOMO, eV: -8.75
Kohn-Sham gap, eV: 8.76
Net charge: 0

Results of the Löwdin charge analysis, in e, for atoms 1 through 8: atom 1 (O): 0.1025, atom 2 (C): -0.5184, atom 3 (C): -0.3331, atom 4 (S): 0.9762, atom 5 (C): -0.5072, atom 6 (C): -0.0983, atom 7 (C): -0.0628, atom 8 (C): -0.0112

=====

Record 4
ORCA calculation (ωB97M-V/def2-TZVPD) on a cluster of 2 separate species, CH4BrNS in total.

Cartesian coordinates (Å):
C (-1.0864, -1.3497, 0.0361)
N (1.1622, 1.3650, -0.0152)
S (1.8880, -0.0433, -0.4943)
Br (-1.7913, 0.3279, 0.1479)
H (-0.7409, -1.8193, 0.9318)
H (-0.8658, -1.7485, -0.9349)
H (0.9446, 1.4775, 0.9690)
H (0.4896, 1.7903, -0.6405)

Properties
E_HOMO (alpha / beta), eV: -8.51 / -8.52
Kohn-Sham gap (alpha / beta), eV: 8.31 / 7.79
Net charge: 0

Want to see where the charge sits? The Löwdin charges in e are: atom 1 (C): -0.5756, atom 2 (N): -0.5322, atom 3 (S): 0.4896, atom 4 (Br): 0.6639, atom 5 (H): -0.0200, atom 6 (H): -0.0240, atom 7 (H): 0.0128, atom 8 (H): -0.0145

=====

It is found that the E_tot values, taken in the order of the records, are -780.69144 -310.02575 -1519.99175 -3067.34690 hartree.
It is found that the energy relative to the best compared isomer or geometry (same formula, charge and spin) values, taken in the order of the records, are 55.5 29.6 1.6 58.7 kcal/mol.